(1)
{
  "formula": "C12H16N2O5",
  "method": "ωB97M-V with the def2-TZVPD basis set",
  "species": ["O", "O", "O", "O", "O", "C", "C", "C", "C", "C", "C", "C", "C", "N", "N", "C", "C", "C", "C", "H", "H", "H", "H", "H", "H", "H", "H", "H", "H", "H", "H", "H", "H", "H", "H"],
  "xyz": [[-3.983, 1.717, -2.933], [-0.710, -1.899, -1.782], [4.614, -0.470, 5.125], [2.123, -0.925, 0.247], [1.050, -1.848, 2.115], [-3.873, 1.407, -1.755], [-1.227, -0.878, -2.215], [4.678, -0.005, 2.781], [4.092, -0.090, 1.508], [2.801, -1.200, 3.737], [4.034, -0.559, 3.893], [2.861, -0.733, 1.370], [2.228, -1.277, 2.467], [-0.444, 0.121, -2.636], [-3.299, 0.276, -1.341], [0.960, -1.651, 0.691], [-4.397, 2.331, -0.682], [-0.858, 1.377, -3.261], [-2.759, -0.763, -2.231], [4.071, -0.934, 5.782], [5.633, 0.491, 2.917], [4.579, 0.334, 0.636], [2.279, -1.639, 4.578], [0.547, -0.053, -2.545], [-3.251, 0.110, -0.349], [0.056, -1.084, 0.454], [0.899, -2.616, 0.178], [-3.570, 2.682, -0.068], [-4.885, 3.181, -1.158], [-5.120, 1.798, -0.066], [-1.637, 1.196, -4.006], [-0.005, 1.843, -3.756], [-1.242, 2.064, -2.505], [-3.075, -0.577, -3.258], [-3.169, -1.728, -1.932]],
  "mulliken_charge": [-0.62, -0.67, -0.55, -0.40, -0.46, 0.81, 0.62, -0.59, -0.89, -0.73, 0.81, 0.58, 0.54, -0.12, -0.13, -0.06, -1.27, -0.88, -0.90, 0.27, 0.39, 0.40, 0.32, 0.30, 0.21, 0.07, 0.28, 0.31, 0.32, 0.37, 0.31, 0.36, 0.22, 0.42, 0.36],
  "homo_lumo_gap_ev": 8.1,
  "relative_energy_ev": 2.676,
  "total_charge": 0,
  "homo_energy_ev": -7.650,
  "multiplicity": 1,
  "smiles": "Oc1ccc2c(c1)OCO2.CNC(=O)CNC(C)=O"
}


(2)
{
  "formula": "C12H16P",
  "method": "ωB97M-V with the def2-TZVPD basis set",
  "species": ["C", "C", "C", "C", "C", "C", "C", "C", "C", "C", "C", "C", "P", "H", "H", "H", "H", "H", "H", "H", "H", "H", "H", "H", "H", "H", "H", "H", "H"],
  "xyz": [[1.432, 3.160, -0.401], [1.125, 2.051, -0.063], [-1.842, 0.335, 3.536], [-0.501, 0.168, 3.795], [-2.371, 0.749, 2.329], [0.375, 0.294, 2.701], [-1.517, 0.822, 1.267], [-0.111, 0.611, 1.463], [0.101, -2.191, -0.723], [-0.809, 0.287, -2.197], [1.881, -0.320, -2.274], [0.950, 0.705, 0.382], [0.491, -0.388, -1.123], [1.666, 4.152, -0.611], [-2.527, 0.464, 4.329], [-0.099, 0.049, 4.817], [-3.388, 0.804, 2.227], [1.463, 0.069, 3.024], [-1.795, 1.420, 0.286], [0.925, -2.878, -0.958], [-0.777, -2.364, -1.347], [-0.369, -2.390, 0.312], [-0.311, 1.165, -2.412], [-1.731, 0.692, -1.724], [-1.252, -0.344, -3.043], [2.767, 0.090, -1.686], [1.471, 0.359, -3.048], [2.374, -1.288, -2.621], [2.023, 0.312, 0.580]],
  "mulliken_charge": [0.16, -1.22, -0.51, -0.57, -0.85, -0.27, 0.22, 0.25, -1.25, -1.36, -1.11, 0.32, 0.99, 0.52, 0.37, 0.37, 0.50, 0.23, 0.14, 0.39, 0.45, 0.33, 0.53, 0.32, 0.39, 0.42, 0.35, 0.38, 0.50],
  "homo_lumo_gap_ev": 9.9,
  "relative_energy_ev": 0.000,
  "total_charge": 1,
  "homo_energy_ev": -12.599,
  "multiplicity": 1
}


(3)
{
  "formula": "C12H16S3",
  "method": "ωB97M-V with the def2-TZVPD basis set",
  "species": ["C", "C", "C", "C", "C", "C", "C", "C", "C", "C", "C", "C", "H", "H", "H", "H", "H", "H", "H", "H", "H", "H", "H", "H", "H", "H", "H", "H", "S", "S", "S"],
  "xyz": [[2.014, 2.598, 0.392], [2.460, 1.664, -0.820], [0.563, -0.205, -1.656], [1.258, -1.437, -1.971], [0.474, -2.514, -1.442], [-0.902, -1.295, 0.999], [-2.076, -1.848, 0.694], [-3.202, -1.353, 1.195], [-3.248, -0.211, 1.798], [-2.117, 0.585, 2.052], [-0.902, 0.048, 1.541], [0.530, 2.333, 0.632], [2.282, 3.854, 0.245], [2.663, 2.455, 1.278], [2.929, 0.802, -0.492], [3.310, 2.217, -1.226], [-0.465, 0.018, -2.181], [0.472, -0.377, -0.314], [2.550, -1.424, -1.736], [1.409, -1.444, -3.058], [0.738, -3.512, -1.796], [-0.697, -2.432, -1.600], [-2.078, -2.842, 0.171], [-4.198, -1.963, 0.829], [-4.251, 0.096, 2.366], [-1.803, 1.370, 2.952], [-0.084, 3.219, 1.113], [-0.014, 1.851, -0.186], [1.299, 1.264, -2.160], [0.459, -2.342, 0.381], [0.628, 0.824, 2.000]],
  "mulliken_charge": [-0.59, -0.70, 0.09, -0.59, -0.44, 0.20, -0.33, -0.49, -0.23, -0.46, 0.44, -0.56, 0.27, 0.33, 0.34, 0.49, 0.20, -0.32, 0.15, 0.38, 0.44, 0.23, 0.32, 0.17, 0.20, 0.22, 0.34, 0.29, -0.17, -0.16, -0.08],
  "homo_lumo_gap_ev": 8.9,
  "relative_energy_ev": 5.899,
  "total_charge": 0,
  "homo_energy_ev": -8.266,
  "multiplicity": 1
}